# 1
Below is a molecular structure, C50H39N11OSiTi, with properties calculated with the ωB97M-V functional and the def2-TZVPD basis.

```
103
Properties=species:S:1:pos:R:3:lowdin_charge:R:1
Ti -0.180 -0.649 -0.653 1.12
C 3.014 -6.309 0.712 -0.10
C 1.728 -6.656 1.209 -0.10
C 0.680 -5.780 1.157 -0.03
C 0.903 -4.507 0.586 -0.09
C 0.123 -3.375 0.348 -0.22
N 0.832 -2.422 -0.268 0.01
C 2.102 -2.835 -0.421 -0.31
N 3.084 -2.024 -0.928 0.19
C 2.834 -0.775 -1.116 -0.28
C 3.930 0.188 -1.301 -0.10
C 5.248 -0.022 -1.668 -0.01
C 6.115 1.060 -1.619 -0.08
C 5.673 2.302 -1.169 -0.07
C 4.351 2.492 -0.783 -0.02
C 3.478 1.426 -0.886 -0.10
C 2.003 1.328 -0.526 -0.44
N 1.913 1.457 0.926 0.23
C 1.304 0.659 1.695 -0.23
N 0.441 -0.441 1.412 0.07
C 0.021 -0.956 2.560 -0.23
N -0.980 -1.806 2.770 0.23
C -1.680 -2.378 1.830 -0.15
N -1.210 -2.999 0.626 -0.05
C -2.387 -3.221 -0.311 -0.08
N -1.731 -1.972 -0.385 0.04
C -3.533 -3.120 0.634 -0.15
C -4.881 -3.335 0.417 -0.03
C -5.767 -3.099 1.461 -0.07
C -5.322 -2.665 2.713 -0.08
C -3.975 -2.435 2.935 0.00
C -3.096 -2.659 1.884 -0.11
C 0.666 -0.277 3.703 -0.10
C 0.574 -0.483 5.064 -0.01
C 1.273 0.391 5.889 -0.07
C 2.024 1.438 5.354 -0.07
C 2.106 1.637 3.978 0.00
C 1.414 0.760 3.171 -0.09
N 1.641 -0.061 -0.958 0.00
C 2.197 -4.156 0.080 -0.10
C 3.256 -5.082 0.156 -0.03
H 3.815 -7.034 0.782 0.09
H 1.580 -7.639 1.637 0.10
H -0.297 -6.054 1.536 0.11
H 5.581 -1.007 -1.965 0.11
H 7.150 0.935 -1.910 0.10
H 6.370 3.128 -1.109 0.10
H 4.029 3.448 -0.395 0.09
H -5.232 -3.683 -0.545 0.11
H -6.826 -3.259 1.307 0.10
H -6.038 -2.510 3.508 0.10
H -3.596 -2.104 3.893 0.12
H -0.021 -1.293 5.464 0.11
H 1.234 0.264 6.963 0.10
H 2.551 2.105 6.024 0.10
H 2.687 2.443 3.551 0.11
H 4.237 -4.817 -0.216 0.11
C -3.118 0.129 -4.108 -0.01
C -1.961 -0.306 -3.271 -0.24
N -1.706 0.182 -2.113 -0.01
N -2.569 1.137 -1.628 0.10
C -2.199 1.447 -0.422 -0.42
O -1.163 0.925 0.154 -0.16
C -2.970 2.460 0.332 -0.16
C -4.046 3.124 -0.248 -0.03
C -4.728 4.092 0.471 -0.08
C -4.342 4.399 1.770 -0.08
C -3.272 3.733 2.353 -0.07
C -2.586 2.765 1.636 -0.02
C -1.040 -1.364 -3.712 -0.21
C -1.182 -1.983 -4.941 0.00
C -0.278 -2.969 -5.312 -0.04
C 0.738 -3.282 -4.434 -0.02
C 0.798 -2.619 -3.214 -0.07
N -0.075 -1.690 -2.838 0.09
H -3.472 1.095 -3.764 0.07
H -3.935 -0.590 -4.010 0.10
H -2.843 0.190 -5.160 0.08
H -4.332 2.877 -1.260 0.11
H -5.563 4.612 0.019 0.10
H -4.875 5.158 2.328 0.10
H -2.970 3.969 3.365 0.10
H -1.746 2.239 2.071 0.11
H -1.990 -1.702 -5.599 0.11
H -0.374 -3.472 -6.265 0.11
H 1.479 -4.034 -4.663 0.11
H 1.581 -2.875 -2.521 0.09
C 1.662 4.594 0.967 -0.18
Si 1.193 4.234 -0.803 0.51
C 2.286 5.178 -1.995 -0.18
C -0.551 4.853 -1.069 -0.16
C 1.173 2.391 -1.270 -0.14
H 1.665 5.675 1.128 0.03
H 2.640 4.194 1.236 0.01
H 0.931 4.149 1.646 0.03
H 2.257 6.245 -1.758 0.03
H 1.920 5.060 -3.018 0.03
H 3.328 4.858 -1.982 0.01
H -0.598 5.940 -0.976 0.04
H -1.234 4.425 -0.331 0.02
H -0.926 4.584 -2.061 0.04
H 1.456 2.311 -2.325 0.10
H 0.125 2.099 -1.208 0.04
```

For the energy relative to the best compared isomer or geometry (same formula, charge and spin), the calculation gives 4.020 eV. The value obtained for the HOMO-LUMO gap is 5.306 eV.

***

# 2
Below is a molecular structure, C50H40BN8S2V in a non-equilibrium geometry, with properties calculated with the ωB97M-V functional and the def2-TZVPD basis.

```
102
Properties=species:S:1:pos:R:3:lowdin_spin:R:1
V -0.057 0.223 -0.061 1.20
C 1.400 -2.773 4.161 0.00
C 0.955 -1.500 3.527 0.01
C 0.585 -0.327 4.148 0.00
C 0.271 0.568 3.117 0.01
N 0.390 -0.050 1.932 0.01
N 0.853 -1.306 2.198 0.00
B 1.178 -2.321 1.071 0.00
N -0.147 -2.600 0.337 0.00
N -0.937 -1.545 0.021 0.00
C -2.044 -2.043 -0.550 0.00
C -1.943 -3.439 -0.611 0.00
C -0.731 -3.755 -0.023 0.00
C -0.108 -5.094 0.179 0.00
C -3.206 -1.255 -0.987 0.00
C -3.715 -1.431 -2.273 0.00
C -4.872 -0.774 -2.662 0.00
C -5.528 0.065 -1.772 0.00
C -5.029 0.240 -0.489 0.00
C -3.880 -0.427 -0.094 0.00
N 2.132 -1.615 0.070 0.00
N 1.844 -0.330 -0.199 0.00
C 2.875 0.204 -0.854 0.01
C 3.847 -0.794 -1.043 0.00
C 3.344 -1.931 -0.433 0.01
C 3.922 -3.303 -0.379 0.00
C 2.876 1.628 -1.196 0.00
C 1.742 2.406 -0.948 0.00
C 1.714 3.756 -1.240 0.00
C 2.843 4.365 -1.767 0.00
C 3.989 3.613 -1.989 0.00
C 4.006 2.255 -1.715 0.00
C 0.042 2.009 3.287 0.00
C 0.685 2.926 2.457 0.00
C 0.533 4.288 2.665 0.00
C -0.248 4.750 3.715 0.00
C -0.862 3.843 4.565 0.00
C -0.719 2.480 4.355 0.00
H 1.417 -2.644 5.240 0.00
H 2.399 -3.060 3.830 0.00
H 0.717 -3.589 3.922 0.00
H 0.593 -0.122 5.205 0.00
H 1.667 -3.310 1.509 0.00
H -2.679 -4.126 -0.993 0.00
H -0.723 -5.857 -0.291 0.00
H -0.019 -5.331 1.240 0.00
H 0.891 -5.133 -0.255 0.00
H -3.194 -2.081 -2.965 0.00
H -5.269 -0.930 -3.656 0.00
H -6.438 0.567 -2.073 0.00
H -5.548 0.879 0.215 0.00
H -3.516 -0.348 0.922 0.00
H 4.795 -0.699 -1.546 0.00
H 4.870 -3.323 -0.912 0.00
H 3.248 -4.024 -0.843 0.00
H 4.094 -3.629 0.648 0.00
H 0.860 1.948 -0.503 0.00
H 0.814 4.330 -1.053 0.00
H 2.833 5.421 -1.999 0.00
H 4.881 4.089 -2.373 0.00
H 4.905 1.680 -1.893 0.00
H 1.342 2.567 1.675 0.00
H 1.049 4.992 2.024 0.00
H -0.363 5.814 3.877 0.00
H -1.459 4.200 5.393 0.00
H -1.199 1.776 5.025 0.00
S 0.794 -1.181 -6.949 0.00
C 1.885 -2.468 -7.215 0.00
C 2.376 -2.968 -6.050 0.00
C 1.860 -2.299 -4.915 0.00
C 0.982 -1.295 -5.229 0.00
C 0.273 -0.393 -4.325 -0.01
C 0.319 -0.619 -2.939 -0.02
N -0.264 0.168 -2.053 -0.02
C -0.976 1.227 -2.503 -0.02
C -1.063 1.566 -3.862 0.00
C -1.774 2.760 -4.205 0.01
C -2.365 3.518 -3.254 0.00
C -2.350 3.139 -1.871 0.00
C -3.037 3.823 -0.865 -0.05
C -3.034 3.317 0.428 -0.01
C -2.263 2.176 0.700 -0.04
N -1.568 1.511 -0.226 -0.01
C -1.648 1.980 -1.510 -0.03
C -3.838 3.917 1.487 0.00
C -4.341 3.319 2.610 0.00
C -5.082 4.204 3.429 0.00
C -5.130 5.464 2.921 0.00
S -4.285 5.588 1.440 0.00
C -0.419 0.726 -4.774 -0.02
H 2.106 -2.785 -8.222 0.00
H 3.086 -3.780 -5.998 0.00
H 2.152 -2.548 -3.904 0.00
H 0.849 -1.478 -2.543 0.00
H -1.824 3.051 -5.247 0.00
H -2.891 4.424 -3.527 0.00
H -3.620 4.702 -1.108 0.00
H -2.233 1.771 1.700 0.00
H -4.211 2.269 2.830 0.00
H -5.563 3.918 4.353 0.00
H -5.620 6.336 3.326 0.00
H -0.450 0.953 -5.833 0.00
```

The value obtained for the HOMO-LUMO gap (spin up / spin down) is 6.860 / 5.207 eV. The net charge is +1. Its spin multiplicity is 2.